Record 1
{"formula": "C27H45BrCl2O16Sb", "method": "ωB97M-V with the def2-TZVPD basis set", "elements": ["H", "C", "O", "H", "O", "Cl", "O", "C", "C", "H", "C", "C", "H", "H", "H", "O", "H", "Sb", "H", "C", "H", "H", "H", "C", "C", "C", "C", "C", "C", "C", "C", "O", "H", "H", "H", "H", "C", "H", "H", "H", "H", "H", "O", "H", "Br", "H", "H", "H", "C", "C", "O", "C", "H", "C", "H", "C", "C", "H", "H", "C", "O", "C", "H", "C", "H", "C", "Cl", "H", "O", "H", "O", "H", "O", "H", "H", "C", "O", "O", "H", "H", "H", "O", "O", "H", "H", "O", "H", "H", "H", "C", "H", "H"], "positions_angstrom": [[-5.4794, 4.5556, -2.1452], [-6.9716, 0.2500, 0.1729], [0.2635, -2.2773, -2.9827], [5.8710, 1.1219, -0.9196], [-4.5851, 2.7927, -1.4987], [3.0062, 0.8798, 3.6996], [-3.0607, -5.0967, 4.0432], [4.3956, 2.6184, 1.3527], [4.1285, -1.5740, 1.6857], [3.7907, 5.6936, -2.6268], [-4.6633, -5.1283, 1.9237], [3.5404, 3.6645, 0.4685], [0.8649, -1.9140, -0.6803], [0.1221, -3.1698, 3.8077], [-6.1467, -0.5361, -2.6490], [-4.5852, 0.8181, -2.4058], [-6.1514, 2.1959, 4.5537], [2.8227, 0.1736, 1.3517], [6.2679, 0.3456, -6.6359], [1.8785, 5.6681, -1.3273], [-2.1393, -0.8533, -1.4601], [1.2538, 6.3631, -1.9740], [-5.5913, 0.7889, 5.4721], [1.0583, -0.8591, -1.0787], [6.7357, 1.6647, -1.3099], [-5.5841, 1.2645, 4.4908], [-0.7535, -3.7727, 4.0457], [1.2445, 5.0981, -0.0256], [-6.2524, 0.8270, 2.3064], [-2.0231, -1.9756, -1.6244], [4.1820, 4.2736, -0.8173], [4.9652, 3.0912, 2.3622], [4.8125, -1.8667, 3.8352], [4.4554, -4.2023, 1.9652], [-3.0861, -2.3938, -1.7578], [7.2731, -0.6407, -5.5617], [2.5961, -0.4452, -0.7936], [-4.5604, -1.0445, -3.2496], [1.5856, -0.6147, -3.3284], [5.2462, 4.0087, -1.1275], [-4.5580, 4.6433, -0.6351], [5.2466, -1.3289, 1.5177], [6.5993, -0.3849, -2.9975], [1.7260, 1.4721, 0.9990], [2.3743, -4.7765, 3.3789], [3.8743, -2.3449, 0.8607], [7.6623, 1.1339, -1.0793], [-5.9889, 0.4067, -0.2768], [-5.2430, -0.1982, -3.1615], [6.5522, 0.7375, -3.4369], [-6.1937, 0.3652, 3.5663], [4.1209, -3.8750, 3.0044], [-5.4793, 0.1602, -4.1658], [3.9871, -2.2521, 3.1325], [3.2594, -1.3456, -1.0355], [0.7072, -0.9035, -2.6613], [6.3616, -0.0416, -5.6206], [6.7724, 2.6432, -0.8301], [-1.2626, -3.3199, 4.8998], [-2.7305, -4.4914, 3.0514], [-3.4310, -4.4131, 1.9051], [-1.1612, -2.3572, -2.9261], [5.4829, -0.6523, -5.4012], [-5.2420, 4.0269, -1.2191], [1.6282, 3.6795, 1.7505], [-5.3179, 1.9287, -2.2178], [0.8615, -1.1430, 2.0469], [-7.5935, 1.1412, 0.0642], [-1.6043, -3.7806, 2.8986], [0.3320, -0.1026, -0.6058], [-6.4397, 2.1159, -2.6243], [-6.1446, 3.8576, -0.6280], [-6.8433, -0.1103, 1.5466], [-4.4876, -6.1952, 2.0791], [-0.4209, -4.7851, 4.2858], [3.3366, 5.2591, -1.6775], [-5.8456, 1.8968, 1.9235], [6.6089, 1.8695, -2.7187], [4.8387, -4.1865, 3.8413], [2.8208, 0.4658, -1.4725], [0.1867, 5.3221, 0.3350], [4.5029, 1.2778, 0.9386], [-1.8252, -2.7815, -3.9186], [-1.6123, -2.4918, -0.6791], [-7.4600, -0.5759, -0.3457], [6.4337, 1.0727, -4.7345], [2.9889, -2.0676, 3.6502], [-0.1963, -0.2277, -2.8293], [-5.1406, -4.9950, 0.9521], [2.1056, 4.1276, 0.8102], [-4.5473, 1.4617, 4.2099], [-5.3286, -4.7301, 2.6932]], "mulliken_charge": [0.29, -0.39, -0.36, 0.08, -0.24, -0.49, -0.56, 0.07, -0.95, 0.30, -0.67, 0.81, 0.20, -0.15, 0.24, -0.14, 0.29, 1.25, 0.22, -0.39, 0.14, 0.30, 0.21, -0.16, -0.41, -0.62, -0.36, -0.54, 0.77, -0.61, -0.25, -0.52, 0.29, 0.39, 0.28, 0.28, -1.06, 0.14, 0.32, 0.07, 0.23, 0.28, -0.55, -0.09, -0.20, 0.29, 0.40, 0.09, -0.57, 0.79, -0.34, -0.56, 0.31, -0.37, 0.31, -0.40, -0.60, 0.22, 0.30, 0.63, -0.23, 0.57, 0.27, -0.62, 0.38, 0.70, -0.46, 0.31, -0.05, 0.21, -0.57, 0.25, -0.36, 0.29, 0.27, -0.49, -0.54, -0.32, 0.33, 0.32, 0.31, -0.61, -0.61, 0.28, 0.26, -0.34, 0.30, 0.24, 0.20, -0.12, 0.30, 0.29], "total_energy_ev": -163110.9195, "charge": -1, "orbital_gap_ev": 7.8, "homo_ev": -5.694}

=====

Record 2
{"formula": "C27H45Cl2F15N3O3S", "method": "ωB97M-V with the def2-TZVPD basis set", "elements": ["H", "H", "C", "H", "H", "C", "C", "H", "H", "C", "H", "F", "H", "F", "H", "N", "H", "H", "H", "C", "H", "H", "C", "C", "H", "H", "C", "H", "H", "F", "C", "H", "C", "F", "C", "F", "H", "H", "H", "F", "H", "H", "H", "H", "Cl", "C", "S", "H", "Cl", "H", "F", "H", "H", "C", "C", "H", "N", "H", "H", "F", "F", "H", "C", "C", "H", "C", "F", "C", "N", "O", "H", "C", "O", "C", "C", "C", "F", "F", "F", "H", "H", "F", "H", "C", "H", "C", "H", "H", "H", "F", "C", "O", "H", "C", "C", "H"], "positions_angstrom": [[2.4715, -3.2762, -4.2719], [4.5457, -0.8438, -1.5746], [-1.8392, -2.0563, -0.5508], [-5.3860, 0.0443, 3.4280], [-2.0821, -2.2276, 0.5659], [3.2816, -3.2362, 2.1832], [0.8789, 1.1544, -1.9950], [-1.0224, -5.1841, -4.8167], [-1.2520, -3.4087, -4.0506], [2.7865, -2.2248, -0.8121], [1.7328, 1.5681, 1.5233], [0.5497, 6.1561, -0.6040], [0.9078, 3.6450, -0.7753], [-2.2859, 6.7099, -4.2375], [4.8443, -2.2085, 3.6784], [2.8921, 0.3460, -1.0057], [3.9110, -3.6017, 4.4670], [-0.9124, 1.3733, 1.8457], [2.7896, 1.3788, -3.8936], [-5.0163, -0.3076, 5.3080], [3.9011, -3.1964, -2.4779], [1.7579, -4.3561, 0.1723], [1.6739, 1.2144, -4.2665], [0.9832, -3.4439, 0.1606], [-0.0296, -3.7625, -5.5470], [-0.1959, -1.5683, -1.9967], [3.3443, -0.8870, -1.5799], [0.4693, -5.0459, -2.5182], [2.8025, -4.4545, -1.6890], [-0.9994, 7.5347, 0.5487], [-6.0753, -1.3832, 5.4329], [-3.0219, 1.1335, 2.2817], [1.6089, 1.8005, 0.3939], [-3.1494, -1.6074, -1.1642], [0.7881, -4.5232, -3.5080], [-0.0858, 6.2385, 2.4929], [-6.9452, -1.1444, 4.8124], [3.3032, 1.1718, -1.4696], [2.9481, -2.0269, 4.2215], [-3.2356, 6.3934, -0.1404], [1.7543, 0.6897, -5.3119], [1.4126, -5.3432, -4.1125], [-0.6267, -1.3871, 1.9087], [-5.6890, -2.3460, 5.0825], [3.4715, -0.6040, 1.8838], [-2.0558, 5.7288, -0.8158], [-2.0955, 6.2577, -2.5910], [1.0959, 2.2480, -4.4190], [2.8027, -4.9516, 2.6011], [2.6254, 2.4076, 0.1766], [-2.4197, 4.2628, -0.8034], [0.6083, -0.0690, 2.2545], [1.5283, 2.1350, -2.2191], [-0.7581, 6.1166, 0.0743], [0.7302, -0.8772, -0.0025], [1.5969, -1.9820, 2.5113], [-1.2011, 0.5422, 1.2441], [-3.2594, -0.4152, 1.2331], [-1.6865, -3.1423, -1.0260], [-1.1945, 7.6839, -2.3653], [-1.8620, 4.7320, 2.0300], [4.3536, -3.3426, 1.6571], [1.4399, 0.4941, -0.6166], [0.5127, 3.0326, 0.1721], [-1.1921, -0.1818, -1.2257], [-0.5609, -1.1636, -0.9639], [1.9876, 4.6198, 1.4399], [2.3326, -2.1099, 1.6016], [1.6764, -2.0910, 0.2153], [-1.0192, -4.8115, 0.8870], [-6.4019, -1.4903, 6.4712], [-0.1102, -0.4493, 1.3802], [-4.6025, -0.1891, 3.9549], [0.5749, 4.0812, 1.4282], [-0.0419, -3.9404, 1.2939], [1.7960, -3.2039, -3.2813], [-0.7601, 5.3073, -3.0697], [0.4496, 3.3854, 2.7662], [-3.5621, 7.1446, -2.2661], [0.4142, -3.6494, -0.8723], [3.1436, -0.8852, -2.7591], [-3.1199, 4.8766, -2.9091], [-5.3991, 0.6610, 5.6442], [-2.5002, 0.1195, 1.9673], [-4.1401, -0.5608, 5.9121], [-0.5634, 5.2467, 1.4538], [-0.5543, 2.6671, -0.1296], [-2.2998, -0.4683, 2.9588], [1.2411, -2.1788, -3.4513], [-0.1312, -3.7360, 2.7471], [-0.4877, -4.1616, -4.5193], [0.9733, 0.3913, -3.2387], [-0.2282, 1.5620, -1.9786], [3.7640, -2.6871, 3.7095], [2.7926, -3.3079, -2.0265], [3.8073, -2.5550, -0.2572]], "mulliken_charge": [0.49, 0.21, -0.40, 0.25, 0.26, 0.48, -1.78, 0.36, 0.22, 0.39, 0.34, -0.24, 0.48, -0.28, 0.32, 0.07, 0.42, 0.32, 0.29, -0.24, 0.45, 1.05, -0.60, 0.29, 0.27, -0.19, -1.00, 0.30, 0.36, -0.29, -1.09, 0.40, -1.48, -0.45, -0.56, -0.31, 0.35, 0.52, 0.29, -0.25, 0.23, 0.38, 0.19, 0.28, -0.04, 0.75, 1.11, 0.22, -0.13, 0.38, -0.24, 0.39, 0.77, 0.61, 1.16, 0.76, 0.07, 0.19, 0.30, -0.27, -0.26, 0.23, 0.78, -0.52, 0.51, -0.91, -0.35, -0.72, 1.75, -0.50, 0.35, -1.60, -0.43, 0.69, -0.31, -0.29, -0.26, -0.35, -0.31, -0.67, 0.31, -0.32, 0.26, -0.87, 0.28, 0.43, 0.36, 0.31, 0.06, -0.24, -1.02, -0.19, -0.03, -1.12, -1.06, -0.08], "total_energy_ev": -115955.0282, "de_lowest_kcal_mol": 415.6, "charge": 1, "orbital_gap_ev": 7.3, "homo_ev": -11.610}

=====

Record 3
{"formula": "C27H45ClLaN3P", "method": "ωB97M-V with the def2-TZVPD basis set", "elements": ["H", "C", "H", "H", "H", "H", "H", "C", "H", "H", "H", "H", "H", "N", "C", "H", "H", "H", "C", "H", "H", "C", "C", "C", "H", "N", "H", "C", "C", "H", "H", "H", "H", "C", "H", "C", "H", "H", "C", "H", "C", "H", "C", "H", "H", "C", "C", "C", "Cl", "H", "H", "P", "H", "C", "H", "H", "C", "C", "H", "C", "H", "H", "C", "C", "H", "H", "H", "C", "La", "H", "C", "H", "C", "H", "C", "N", "H", "H"], "positions_angstrom": [[-0.1390, -3.4640, 1.8449], [3.3967, -1.5570, -3.6070], [3.6598, -0.7044, -4.2469], [-1.7830, 1.3007, 2.2932], [-1.1717, 2.0088, 3.8129], [-1.7159, -0.2336, 5.3010], [-0.0786, -1.3032, -3.3585], [0.8091, 4.3871, -0.2904], [-3.9208, -1.9461, -0.7512], [-0.9735, 2.4026, -1.0671], [-2.3116, 0.1712, -0.4519], [-3.1988, -2.1130, -3.7164], [-0.8263, -2.4492, 5.6485], [1.6712, 1.3611, 4.7774], [-1.3036, -3.3599, 3.7428], [-2.6052, -0.7274, 3.8775], [0.3312, 2.6887, 0.9717], [1.7363, -2.9137, -3.3931], [-0.3735, -1.4997, 2.5038], [-3.2627, -3.3388, -1.6110], [-0.5648, 4.2007, -2.8330], [2.0288, 1.1818, 5.8817], [0.8301, 2.8775, -0.0068], [2.2009, 0.2683, 8.0475], [0.9700, 5.8272, -1.8931], [2.0116, -0.3938, 8.8995], [-2.1503, 1.4392, -2.5333], [1.9267, -1.9259, -3.8357], [0.0874, 2.0978, -1.1102], [4.7124, -0.7856, -2.0631], [-1.1022, -2.2604, -1.8792], [-1.4653, 0.0643, -3.3932], [3.6759, -2.1127, -1.5360], [-0.1850, -2.9111, 2.7637], [-1.5721, -2.1485, -0.1833], [1.2014, 4.7695, -1.7236], [1.8730, 2.5204, 0.0678], [-0.2076, 4.7578, -0.1007], [0.4980, 3.9255, -2.7928], [1.4705, 4.8956, 0.4203], [2.6942, -0.2037, -1.5636], [-2.2122, -3.4717, 3.1409], [-0.8796, 1.8326, 2.7354], [4.0328, -2.3933, -3.9179], [-0.3509, -1.0678, 1.4381], [-1.6761, -0.2567, -1.2492], [-1.6801, -0.9218, 4.4485], [-3.7398, -1.6500, -2.8800], [3.3641, 0.1270, 1.8912], [-4.2769, 0.3438, -2.2508], [1.0066, 0.0349, -3.7516], [0.0290, 0.2747, -0.6730], [0.7952, -3.0000, 3.2811], [-1.6267, -2.3919, 4.9028], [0.4254, -0.3328, 4.3068], [0.0367, 1.8745, -3.2826], [-3.2394, -2.2444, -1.5587], [0.6028, 2.4210, -2.5132], [-4.7980, -1.9009, -3.0158], [-3.5694, -0.1284, -2.9454], [0.9238, 4.1385, -3.7807], [2.2875, 4.6642, -1.8438], [-0.5009, -0.6814, 3.6078], [0.9416, -0.9249, -3.2156], [2.9234, -0.0503, -0.4955], [1.6507, 2.1064, -2.6102], [1.1945, -1.6983, -1.2359], [1.2570, -0.7108, -1.7319], [0.8326, 0.7652, 2.5432], [-2.5560, -2.6967, 5.3974], [-2.1543, 0.3413, -2.5810], [1.7248, -2.0129, -4.9105], [-1.8211, -1.7878, -1.1922], [2.8168, 0.7659, -2.0693], [3.7015, -1.2010, -2.1482], [2.5161, 1.1484, 7.0531], [-3.8176, 0.2333, -3.9506], [-1.0378, -4.3425, 4.1442]], "mulliken_charge": [0.37, -0.72, 0.32, 0.08, 0.43, 0.38, -0.01, -1.04, 0.35, 1.00, 0.57, 0.31, 0.31, -0.64, -0.58, 0.18, -0.64, 0.37, -0.12, 0.38, 0.40, 0.70, 0.25, 0.40, 0.40, -0.47, 0.21, -0.97, 0.44, 0.40, 0.16, 0.07, 0.35, -1.11, -0.33, -0.77, 0.43, 0.36, -1.02, 0.40, 0.13, 0.27, -0.89, 0.39, -0.70, 0.17, 0.10, -0.68, -0.72, 0.38, 0.12, -0.01, 0.23, -0.72, -0.46, 0.06, -0.82, -0.16, 0.37, -1.03, 0.39, 0.31, 0.55, -0.28, -0.65, -0.13, 0.62, 0.21, 0.86, 0.39, -0.36, 0.38, -0.28, 0.09, -0.77, -0.70, 0.39, 0.37], "total_energy_ev": -55865.5532, "de_lowest_kcal_mol": 32.8, "charge": -1, "orbital_gap_ev": [5.4, 4.4], "homo_ev": [-3.515, -2.793]}

=====

Record 4
{"formula": "C27H45F3NO8S", "method": "ωB97M-V with the def2-TZVPD basis set", "elements": ["H", "H", "H", "H", "C", "H", "H", "H", "H", "S", "H", "C", "O", "H", "H", "C", "C", "C", "F", "H", "C", "H", "C", "F", "H", "H", "H", "H", "C", "H", "H", "C", "H", "O", "H", "H", "H", "H", "H", "H", "H", "C", "C", "C", "O", "H", "C", "H", "F", "C", "O", "C", "H", "O", "O", "H", "H", "C", "O", "H", "H", "C", "O", "H", "C", "C", "H", "C", "C", "C", "H", "H", "C", "H", "C", "H", "C", "N", "C", "C", "H", "H", "H", "H", "H"], "positions_angstrom": [[-2.0628, -0.1816, 3.5821], [1.4922, 1.2672, -3.4992], [2.6368, 4.4682, 1.1780], [2.2071, 7.4828, 1.1318], [-0.5837, -3.7729, -2.6188], [3.6769, 5.7105, 0.4562], [-0.0119, 5.4099, 1.4151], [-2.4675, 1.5398, 3.4120], [2.2722, -0.9701, -0.5906], [-3.4720, 0.3581, -1.3484], [3.6736, 0.8578, -2.5434], [-4.0762, 0.7924, 5.8066], [-1.0052, -4.2287, -3.6422], [-4.2888, -0.1508, 6.3206], [3.8808, -1.3975, -1.1538], [-4.2129, 0.2488, 3.5105], [1.7964, -4.4524, -5.3385], [-1.8951, -0.3439, -1.8465], [-2.0970, 2.6405, -1.3948], [-1.6291, -1.5584, 5.7361], [1.5720, 0.8155, -2.5073], [-0.1011, -0.0214, 7.3754], [-3.3550, 2.2151, -1.5962], [-3.7358, 2.5243, -2.8023], [0.8424, 2.7449, -1.7149], [2.3958, -0.8080, 6.5371], [-2.7554, -2.2899, -1.8632], [-5.0763, 2.0427, 4.3564], [1.8632, 6.4855, 1.4112], [-0.2106, 7.1198, 1.0192], [2.3247, -4.4295, -8.6287], [-1.8665, -1.6931, -2.0102], [0.7478, 6.8181, -1.1801], [-4.4179, -0.1118, -2.3042], [1.5564, -5.4507, -4.9575], [1.0690, 1.4887, -0.5101], [-4.3782, -0.8277, 3.5949], [1.9622, 6.3818, 2.4898], [-5.9924, 0.5897, 4.7667], [-4.1448, 1.6033, 6.5310], [3.0655, -0.6121, -3.2337], [3.5822, -4.3543, -6.8408], [3.1812, -0.5731, -1.0485], [2.9171, 0.0847, -2.4098], [3.2099, -4.3316, -5.4564], [2.2862, -5.8886, -7.6354], [0.2055, -0.6653, 6.5537], [2.4746, 2.2873, -1.1708], [-4.1423, 2.7501, -0.7087], [0.4776, -1.5001, -2.5481], [1.4828, -2.5900, 6.0470], [0.4128, -0.1335, -2.3602], [3.5840, 0.1478, -0.3418], [1.9691, 5.2589, -0.6096], [-3.6810, 0.1111, 0.0361], [1.4391, -3.7125, -4.6148], [-0.0615, 5.2531, -0.9855], [0.4431, 6.2583, 0.8980], [-0.0520, -4.5102, -1.6131], [3.8921, -3.3470, -7.1373], [-4.4731, 0.5542, 2.4992], [-2.7761, 0.5935, 3.8741], [-2.7417, 0.7428, 5.2890], [1.6135, -1.6583, 7.8809], [0.6984, 5.9158, -0.5635], [2.3421, -4.7991, -7.6055], [-1.0623, -2.2678, 7.2524], [1.4879, 1.9177, -1.4231], [1.2197, -4.2414, -6.7312], [-0.7416, -1.8342, 6.3028], [1.0828, -3.1758, -6.9307], [1.4060, -1.9657, -2.8429], [1.5188, -1.3893, 6.8240], [0.1510, -2.6057, 4.4776], [0.1609, -2.8077, 5.5567], [0.2620, -4.7390, -6.8696], [2.6421, 5.4263, 0.6452], [-0.7780, 0.3882, -2.0214], [-0.6541, -2.2853, -2.3771], [-4.9908, 0.9821, 4.6023], [-0.1110, -3.8523, 5.7130], [0.2869, -0.0503, 5.6544], [0.8801, -4.2982, -1.4682], [4.4292, -5.0271, -6.9679], [-0.8105, 1.3936, -1.8913]], "mulliken_charge": [0.21, 0.35, 0.25, 0.26, -0.41, 0.31, 0.21, 0.26, 0.34, 1.21, 0.56, -0.45, -0.40, 0.25, 0.35, -0.32, 0.73, -0.36, -0.33, 0.04, 1.26, 0.39, 0.65, -0.21, 0.40, 0.28, 0.60, 0.27, -0.56, 0.37, 0.36, -0.35, 0.29, -0.61, 0.28, 0.51, 0.27, 0.34, 0.36, 0.30, 0.52, -0.47, -1.21, -1.24, -0.43, 0.26, -0.39, 0.42, -0.17, 0.36, -0.40, -0.75, 0.35, -0.38, -0.46, -0.74, 0.01, -0.53, -0.46, 0.28, 0.16, -0.24, -0.39, 0.26, -0.10, -0.57, 0.29, -1.98, -0.62, -0.28, 0.30, 0.58, -0.46, 0.22, -0.41, 0.37, -0.44, 0.29, 0.62, -0.64, 0.29, 0.15, 0.39, 0.29, 0.09], "total_energy_ev": -65577.1061, "charge": 1, "orbital_gap_ev": 5.9, "homo_ev": -10.861}